{"formula": "C19H11NO2", "method": "ωB97M-V/def2-TZVPD", "energy_ev": -25466.332, "e_above_lowest_ev": 0.639, "homo_lumo_gap_ha": 0.2832, "lumo_energy_ev": -0.0454, "spin_multiplicity": 1, "elements": ["O", "C", "O", "C", "C", "N", "C", "C", "C", "C", "C", "C", "C", "C", "C", "C", "C", "C", "C", "C", "C", "C", "H", "H", "H", "H", "H", "H", "H", "H", "H", "H", "H"], "coordinates": [[-2.758, -0.313, -2.533], [-1.900, -0.729, -1.714], [-0.710, -0.214, -1.649], [-0.052, -0.318, -0.409], [-0.374, -1.321, 0.531], [0.485, -1.149, 1.644], [1.250, 0.048, 1.488], [2.051, 0.825, 2.355], [2.650, 1.978, 1.938], [2.419, 2.379, 0.551], [3.050, 3.506, 0.056], [2.841, 3.965, -1.256], [2.023, 3.278, -2.150], [1.446, 2.132, -1.698], [1.622, 1.683, -0.356], [0.972, 0.538, 0.187], [-1.604, -2.171, 0.334], [-2.094, -3.115, 1.224], [-3.230, -3.860, 0.957], [-3.802, -3.736, -0.332], [-3.389, -2.757, -1.212], [-2.342, -1.864, -0.838], [0.332, -1.581, 2.506], [2.125, 0.577, 3.368], [3.048, 2.676, 2.678], [3.700, 4.093, 0.697], [3.211, 4.919, -1.637], [1.845, 3.608, -3.169], [0.896, 1.614, -2.441], [-1.620, -3.209, 2.199], [-3.702, -4.502, 1.619], [-4.524, -4.403, -0.737], [-3.867, -2.581, -2.199]], "forces_ev_per_angstrom": [[2.85, -0.72, 1.70], [-5.64, -0.56, -2.41], [2.18, 1.15, 1.44], [0.29, -1.47, 1.92], [-0.11, 1.26, -0.63], [-0.03, 1.86, -1.84], [-1.51, -0.70, -2.16], [0.21, 0.13, -0.27], [-1.67, -0.42, -1.10], [1.17, 0.48, 0.73], [0.45, 2.02, -1.63], [0.20, 0.69, 0.69], [0.20, -0.24, 0.58], [0.17, -0.18, 0.53], [-0.80, -0.69, -0.27], [-0.93, -1.25, -0.87], [0.98, 1.35, -0.54], [-0.21, -0.28, 1.13], [0.53, 1.43, -2.71], [0.70, 0.46, 0.01], [0.67, 1.67, -0.30], [1.07, -1.16, 0.53], [-0.24, -0.61, 1.26], [0.13, -0.58, 1.42], [0.30, -0.32, -0.51], [-0.06, -0.07, 0.03], [0.44, -0.25, 0.59], [0.15, 0.07, 0.20], [-0.75, -0.91, 0.00], [0.03, -0.12, -0.16], [-0.36, -1.22, 1.41], [-0.76, -0.54, 0.35], [0.34, -0.28, 0.87]], "mulliken_charge": [-0.653, 0.221, -0.354, 0.616, -0.215, -0.109, -0.478, -0.562, -1.171, 1.159, -0.716, -0.576, -0.601, -0.844, 0.715, 0.600, 0.627, -0.298, -0.816, -0.460, -0.504, 0.370, 0.177, 0.439, 0.318, 0.366, 0.334, 0.412, 0.432, 0.294, 0.478, 0.402, 0.396]}

---

{"formula": "C47H37N2O11P", "method": "ωB97M-V/def2-TZVPD", "energy_ev": -84132.163, "homo_lumo_gap_ha": 0.3026, "lumo_energy_ev": -1.1171, "spin_multiplicity": 1, "elements": ["O", "C", "C", "C", "C", "C", "C", "C", "C", "O", "C", "C", "C", "C", "C", "C", "H", "H", "H", "H", "H", "H", "H", "H", "O", "C", "C", "C", "C", "C", "C", "C", "C", "O", "C", "C", "C", "C", "C", "C", "H", "H", "H", "H", "H", "H", "H", "H", "O", "C", "C", "C", "C", "C", "C", "C", "C", "O", "C", "C", "C", "C", "C", "C", "H", "H", "H", "H", "H", "H", "H", "H", "C", "C", "C", "C", "N", "O", "C", "O", "O", "P", "N", "O", "O", "H", "H", "H", "H", "H", "H", "H", "H", "H", "H", "H", "H", "H"], "coordinates": [[-4.840, 1.545, 5.250], [-4.929, 1.178, 4.097], [-6.054, 1.641, 3.237], [-6.999, 2.522, 3.753], [-8.023, 2.991, 2.942], [-8.106, 2.582, 1.612], [-7.177, 1.688, 1.105], [-6.156, 1.213, 1.914], [-5.180, 0.250, 1.350], [-5.303, -0.157, 0.211], [-4.045, -0.191, 2.194], [-3.100, -1.054, 1.659], [-2.014, -1.447, 2.417], [-1.867, -0.981, 3.722], [-2.817, -0.128, 4.267], [-3.912, 0.268, 3.506], [-6.933, 2.847, 4.783], [-8.755, 3.682, 3.343], [-8.897, 2.961, 0.976], [-7.246, 1.366, 0.073], [-3.207, -1.415, 0.643], [-1.279, -2.113, 1.988], [-1.010, -1.283, 4.312], [-2.700, 0.233, 5.281], [-1.456, 2.199, -2.441], [-1.856, 3.304, -2.761], [-1.088, 4.139, -3.721], [0.087, 3.641, -4.274], [0.790, 4.395, -5.199], [0.322, 5.650, -5.578], [-0.840, 6.158, -5.017], [-1.545, 5.408, -4.083], [-2.780, 5.971, -3.474], [-3.148, 7.096, -3.749], [-3.559, 5.128, -2.530], [-4.737, 5.623, -1.977], [-5.487, 4.831, -1.120], [-5.061, 3.542, -0.814], [-3.882, 3.053, -1.353], [-3.124, 3.842, -2.206], [0.451, 2.663, -3.985], [1.702, 4.004, -5.632], [0.866, 6.233, -6.311], [-1.198, 7.136, -5.309], [-5.071, 6.625, -2.219], [-6.406, 5.215, -0.693], [-5.645, 2.914, -0.157], [-3.555, 2.050, -1.107], [8.397, 1.375, -0.005], [8.152, 0.398, 0.673], [9.251, -0.440, 1.220], [10.572, -0.086, 0.968], [11.604, -0.837, 1.506], [11.323, -1.946, 2.299], [10.008, -2.312, 2.539], [8.968, -1.566, 1.996], [7.563, -1.979, 2.246], [7.317, -2.989, 2.875], [6.463, -1.131, 1.716], [5.143, -1.484, 1.971], [4.110, -0.683, 1.511], [4.392, 0.477, 0.793], [5.708, 0.825, 0.524], [6.747, 0.021, 0.980], [10.794, 0.779, 0.356], [12.633, -0.557, 1.312], [12.131, -2.525, 2.728], [9.792, -3.178, 3.152], [4.920, -2.383, 2.533], [3.082, -0.958, 1.714], [3.585, 1.108, 0.442], [5.924, 1.726, -0.037], [0.245, -6.115, -2.675], [-1.250, -5.879, -2.280], [-1.655, -6.625, -0.944], [-2.259, -5.589, 0.067], [-1.251, -4.971, 0.928], [-1.003, -3.638, 0.543], [0.375, -3.556, 0.349], [1.006, -4.506, 0.133], [1.038, -2.348, 0.460], [0.652, -1.259, -0.736], [0.759, -1.805, -2.193], [-0.858, -0.690, -0.521], [1.733, -0.037, -0.584], [0.345, -6.828, -3.522], [0.833, -6.557, -1.845], [0.734, -5.168, -2.986], [-1.474, -4.801, -2.174], [-1.881, -6.257, -3.113], [-2.385, -7.433, -1.169], [-0.759, -7.122, -0.525], [-2.935, -6.177, 0.730], [-2.863, -4.854, -0.503], [-1.548, -4.994, 1.902], [1.036, -2.789, -2.159], [-1.036, -0.209, -1.358], [2.592, -0.466, -0.762]], "forces_ev_per_angstrom": [[-0.04, -0.02, -0.08], [0.10, 0.13, 0.46], [-0.07, 0.01, -0.08], [-0.16, 0.14, -0.03], [0.10, -0.06, -0.06], [0.04, 0.00, 0.14], [-0.43, 0.10, -0.07], [-0.02, 0.05, 0.19], [0.03, -0.22, -0.52], [0.00, 0.09, 0.04], [0.04, 0.02, 0.20], [0.09, -0.18, -0.15], [0.11, 0.11, 0.34], [-0.18, 0.06, -0.11], [0.17, -0.09, 0.05], [0.05, -0.04, -0.09], [0.13, -0.09, -0.03], [0.03, -0.03, -0.01], [0.02, -0.03, 0.03], [0.08, -0.13, 0.08], [-0.07, 0.10, 0.04], [-0.12, 0.15, 0.12], [-0.03, 0.02, -0.01], [-0.15, 0.05, -0.06], [-0.02, 0.03, 0.00], [0.17, -0.47, 0.14], [0.02, 0.13, -0.07], [0.15, -0.03, -0.10], [-0.06, 0.05, 0.01], [-0.03, -0.06, 0.07], [0.14, 0.07, -0.14], [0.07, -0.16, 0.01], [-0.17, 0.48, -0.13], [0.03, -0.08, 0.01], [-0.06, -0.09, 0.09], [-0.14, -0.04, 0.10], [0.14, -0.02, -0.09], [0.06, 0.08, -0.07], [-0.13, -0.19, 0.19], [-0.04, 0.14, -0.06], [-0.14, 0.02, 0.06], [-0.04, 0.01, 0.02], [-0.02, -0.02, 0.03], [-0.09, -0.05, 0.12], [0.14, -0.03, -0.09], [0.04, -0.01, -0.01], [0.08, 0.11, -0.05], [0.07, 0.06, -0.08], [-0.03, -0.06, 0.04], [0.14, 0.41, -0.29], [0.02, -0.14, 0.09], [0.20, 0.01, 0.01], [-0.07, -0.03, 0.03], [-0.05, 0.05, -0.05], [0.19, -0.08, 0.05], [0.09, 0.14, -0.07], [-0.08, -0.45, 0.28], [0.00, 0.08, -0.04], [-0.05, 0.13, -0.09], [-0.19, -0.01, 0.01], [0.07, 0.04, -0.02], [0.14, -0.02, 0.05], [-0.16, 0.06, -0.04], [-0.12, -0.10, 0.09], [-0.16, -0.01, 0.02], [-0.04, -0.01, 0.00], [-0.03, 0.01, -0.02], [-0.14, 0.05, -0.06], [0.16, 0.02, -0.01], [0.04, 0.01, 0.01], [0.05, 0.03, 0.08], [0.14, -0.08, 0.03], [0.10, 0.00, -0.21], [0.27, -0.83, 0.02], [0.11, 0.88, -0.70], [-0.34, -1.61, -0.18], [-0.93, -1.11, -0.12], [1.49, 1.43, 0.40], [-0.65, -0.38, 0.08], [1.72, -1.65, -0.51], [-2.39, 1.79, -0.39], [0.15, 0.47, -2.55], [0.25, -0.93, 1.29], [2.06, 0.34, 0.60], [-1.39, -1.30, 1.19], [-0.16, 0.47, 0.45], [-0.35, 0.47, -0.35], [-0.23, -0.59, 0.18], [0.25, -0.49, -0.08], [0.26, 0.37, 0.53], [0.24, 0.59, 0.23], [-0.52, 0.38, 0.04], [0.29, 0.64, -0.24], [0.28, -0.21, 0.55], [-0.05, 0.74, -0.28], [-0.06, 0.19, -0.57], [-0.26, -0.12, 0.29], [-0.18, 0.36, -0.15]], "mulliken_charge": [-0.675, 0.624, -0.022, -0.569, -0.553, -0.487, -0.453, 0.253, 0.673, -0.703, -0.396, -0.404, -0.080, -1.067, -0.625, 0.235, 0.485, 0.408, 0.446, 0.508, 0.675, 0.746, 0.481, 0.485, -0.651, 0.407, 0.051, -0.520, -0.550, -0.442, -0.605, 0.344, 0.604, -0.678, 0.180, -0.752, -0.644, 0.292, -0.970, 0.216, 0.539, 0.411, 0.385, 0.463, 0.469, 0.448, 0.211, 0.747, -0.663, 0.554, 0.168, -0.566, -0.464, -0.464, -0.542, 0.231, 0.496, -0.661, 0.292, -0.792, -0.394, -0.832, -0.543, 0.244, 0.466, 0.393, 0.400, 0.466, 0.491, 0.665, 0.594, 0.488, -1.042, -0.251, -0.818, -0.627, -0.390, 0.111, 0.079, -0.355, -0.071, 0.984, -0.782, -0.202, -0.465, 0.325, 0.266, 0.183, 0.155, 0.445, 0.380, 0.365, 0.405, 0.286, 0.221, 0.239, 0.275, 0.321]}